[1]
A 2-piece molecular cluster, C6H9NO3 overall. Source: the Open Molecules 2025 dataset; level of theory: ωB97M-V/def2-TZVPD.

Geometry as XYZ:
```
19
Properties=species:S:1:pos:R:3:forces:R:3
C 0.8037 0.6069 0.2284 0.040 0.427 0.818
C 1.9690 -0.1919 0.7459 -0.050 0.137 0.100
C 0.7761 0.7097 -1.2742 -0.217 -0.147 0.004
C -2.0069 -0.1582 -0.4445 -0.023 0.171 -0.766
C -0.6271 -0.1188 1.5992 1.362 -0.837 -1.906
C -0.8804 -0.7883 0.3430 -1.386 -0.647 1.643
O -2.3641 1.0592 0.0197 0.169 -0.187 0.193
N -0.4517 -2.0073 0.1835 -0.306 0.398 0.374
O -2.5226 -0.6895 -1.3888 0.180 0.118 0.397
O -0.4576 0.0754 2.7241 -0.219 0.457 -0.339
H -3.1056 1.3946 -0.5090 0.091 -0.150 -0.007
H 0.6703 1.5790 0.7060 0.088 0.057 0.025
H -0.9889 -2.4761 -0.5435 0.356 0.394 -0.394
H 2.9030 0.1661 0.3026 -0.036 -0.056 -0.064
H 1.8315 -1.2407 0.4652 0.054 -0.047 -0.016
H 2.0790 -0.1188 1.8292 -0.052 -0.041 -0.032
H -0.0440 1.3273 -1.6392 -0.040 -0.010 -0.032
H 0.7079 -0.2869 -1.7173 -0.023 -0.027 -0.071
H 1.7083 1.1583 -1.6302 0.011 -0.010 0.072
```
Forces are in eV/Å.

* spin multiplicity: 1
* energy relative to the best compared isomer or geometry (same formula, charge and spin): 315.90 kJ/mol
* E_HOMO: -7.90 eV


[2]
C18H17N2O4W as an isolated structure. Source: the Open Molecules 2025 dataset; level of theory: ωB97M-V/def2-TZVPD.

Geometry as XYZ:
```
42
Properties=species:S:1:pos:R:3:forces:R:3
W -0.1636 0.0208 -0.2590 0.768 0.413 -0.252
O 1.6108 0.1863 0.0370 -0.480 0.059 0.019
C 2.5770 0.4153 1.0103 -0.242 -0.118 -0.103
C 3.8870 0.5956 0.6608 -0.020 -0.011 0.294
C 4.7820 0.8181 1.7157 0.069 0.001 -0.122
C 4.3630 0.8444 3.0390 -0.085 -0.006 0.105
C 3.0264 0.6564 3.3569 0.009 -0.006 -0.174
C 2.0929 0.4377 2.3304 0.140 0.046 0.018
C 0.7134 0.2742 2.6525 -0.074 -0.018 0.037
N -0.2976 0.0765 1.8481 0.141 0.003 0.049
C -1.6615 0.0479 2.4572 0.128 -0.018 0.037
C -2.5888 -0.7170 1.5275 -0.092 -0.011 -0.137
N -2.2396 -0.2175 0.1957 0.201 0.085 -0.047
C -3.0079 0.3338 -0.6653 -0.105 0.205 0.022
C -2.3451 0.9912 -1.8030 -0.220 -0.106 -0.031
C -2.8451 0.9637 -3.0924 0.172 -0.001 0.072
C -2.0990 1.5416 -4.1254 -0.015 -0.007 -0.019
C -0.8586 2.1351 -3.8932 0.056 0.012 0.120
C -0.3460 2.2062 -2.6049 -0.059 -0.082 -0.235
C -1.0812 1.6305 -1.5574 0.026 0.076 0.571
O -0.7063 1.8598 -0.2249 -0.054 -0.474 -0.225
H 4.2168 0.5689 -0.3678 -0.022 -0.006 -0.024
H 5.8287 0.9704 1.4860 0.004 -0.001 -0.004
H 5.0818 1.0140 3.8285 0.015 0.005 -0.008
H 2.6989 0.6818 4.3883 -0.008 -0.004 0.019
H 0.4687 0.3377 3.7125 0.026 0.000 -0.010
H -1.9944 1.0813 2.5721 -0.031 -0.041 -0.004
H -1.6069 -0.4270 3.4360 -0.058 0.012 -0.012
H -3.6409 -0.5368 1.7494 0.040 -0.007 0.039
H -2.3903 -1.7897 1.5519 -0.012 0.026 0.051
H -4.0903 0.3718 -0.5375 0.007 -0.145 -0.047
H -3.7940 0.4905 -3.3116 -0.015 -0.007 0.031
H -2.5028 1.5295 -5.1301 0.013 0.008 -0.014
H -0.3132 2.5808 -4.7143 0.006 0.002 -0.007
H 0.5689 2.7429 -2.3826 -0.022 0.017 0.007
C -0.2017 -4.3205 -1.4666 0.009 0.342 0.353
O -0.2444 -3.3169 -0.3130 0.027 -0.041 -0.177
C -0.1892 -2.0931 -0.4988 -0.290 0.232 0.056
O -0.1287 -1.4357 -1.6103 0.051 -0.212 -0.073
H 0.6693 -4.9247 -1.2405 -0.041 -0.068 -0.067
H -0.1152 -3.7613 -2.3917 -0.004 -0.085 -0.042
H -1.1336 -4.8644 -1.3657 0.043 -0.067 -0.061
```
Forces are in eV/Å.

* spin multiplicity: 1
* energy relative to the best compared isomer or geometry (same formula, charge and spin): 0.00 kJ/mol
* charge: +3
* E_HOMO: -18.76 eV


[3]
The molecule C3H9N2O. Source: the Open Molecules 2025 dataset; level of theory: ωB97M-V/def2-TZVPD.

Geometry as XYZ:
```
15
Properties=species:S:1:pos:R:3:forces:R:3
C 0.7084 -0.1197 -0.5662 -0.024 -1.366 -0.390
N -0.1812 0.9108 -0.0502 -0.833 1.538 -1.258
C -1.4155 1.2931 -0.9075 1.781 -2.545 3.912
O -1.2608 2.0731 -1.9201 -0.389 0.067 -0.941
C 0.6212 -1.3706 0.3234 0.840 0.113 1.750
N 0.9788 -0.9819 1.7365 -0.917 0.759 -0.738
H 0.4184 -0.5410 -1.5436 -0.010 0.775 -0.149
H 1.7397 0.2460 -0.6566 -0.244 -0.134 0.157
H 0.3083 1.7962 0.0295 0.295 -0.175 0.161
H -1.8959 0.2712 -0.8547 -0.409 0.769 -1.535
H -2.0297 1.7547 -0.1018 -0.370 0.560 -0.458
H -0.3931 -1.8027 0.2444 0.396 0.050 -0.038
H 1.4036 -2.1060 0.1239 -0.439 -0.133 -0.918
H 0.6481 -0.0157 1.7316 0.203 0.052 0.575
H 0.3498 -1.4073 2.4112 0.121 -0.330 -0.129
```
Forces are in eV/Å.

* spin multiplicity: 2
* energy relative to the best compared isomer or geometry (same formula, charge and spin): 173.65 kJ/mol
* ⟨S²⟩: 0.76
* E_HOMO (alpha / beta): -9.31 / -9.29 eV


[4]
H14O7 as an isolated structure. Source: the Open Molecules 2025 dataset; level of theory: ωB97M-V/def2-TZVPD.

Geometry as XYZ:
```
21
Properties=species:S:1:pos:R:3:forces:R:3
H -0.6542 0.6413 -3.3373 -0.316 -2.897 5.433
H 0.1215 0.2511 -1.8908 3.045 0.701 1.163
H -1.3740 -1.2753 -1.4632 -0.876 -0.846 1.941
H -1.9583 -1.1347 0.0891 0.961 -1.691 -2.408
H 0.1022 2.2957 0.0450 -2.406 0.450 -1.076
H -1.1461 2.0454 -0.9419 0.553 0.296 0.998
H -1.3972 -0.0810 2.5595 2.315 0.926 -4.528
H -1.2440 1.3426 1.4731 1.393 -5.032 -0.454
H 1.3794 -1.0718 1.2698 1.701 1.819 0.991
H 0.7376 0.3044 1.5498 4.111 -1.623 0.980
H 1.0438 -3.0885 1.3949 -0.820 1.956 -1.975
H 0.0608 -2.2078 0.2456 1.559 -0.858 1.278
H 2.3954 1.6103 -0.9818 -1.118 0.214 -0.950
H 1.8834 0.7085 -0.0535 -1.429 -0.549 -0.023
O -0.7183 0.0705 -2.2174 -2.502 2.592 -6.812
O -1.6954 -1.8208 -0.6521 0.188 2.260 0.884
O -0.8877 2.5381 -0.1247 1.746 -0.831 0.302
O -0.9227 0.1521 1.5354 -4.221 4.359 4.540
O 1.7875 -0.1489 1.6403 -4.941 0.805 -1.640
O 0.9747 -2.3123 0.7290 -1.596 -2.144 0.009
O 1.5116 1.1812 -0.8689 2.652 0.092 1.347
```
Forces are in eV/Å.

* spin multiplicity: 1
* energy relative to the best compared isomer or geometry (same formula, charge and spin): 488.38 kJ/mol
* E_HOMO: -9.86 eV


[5]
C6H5N2O5SSm as an isolated structure. Source: the Open Molecules 2025 dataset; level of theory: ωB97M-V/def2-TZVPD.

Geometry as XYZ:
```
20
Properties=species:S:1:pos:R:3:forces:R:3
O 2.2591 4.8271 -3.6893 -0.889 -1.916 1.419
C 1.8560 3.9483 -3.0858 0.903 1.931 -1.457
Sm 0.4567 1.0177 -0.5861 -0.154 -0.853 -0.463
O 0.7321 1.0353 -4.2445 -0.145 0.459 4.496
C 0.6884 1.1360 -3.0989 0.233 -0.499 -6.018
C 0.4286 1.4237 1.8863 -0.345 0.160 5.523
O 0.3563 1.4608 3.0360 0.339 0.020 -4.430
C -1.8218 2.1606 -0.6209 -5.912 1.911 -0.005
O -2.9276 2.5019 -0.6205 5.015 -1.411 0.009
C 2.8912 0.3068 -0.2661 4.178 -1.955 0.659
O 3.9122 -0.1805 -0.1079 -3.207 1.682 -0.499
H 1.1327 2.7956 -0.3451 -0.012 0.428 0.583
N -2.3537 -2.4856 1.6527 0.967 0.269 -0.897
C -1.0760 -2.4339 1.2162 -0.906 -1.933 1.595
N -0.2639 -3.3400 1.8029 -0.413 0.792 -0.968
S -0.5737 -1.4391 -0.0886 0.122 0.402 0.346
H -2.6780 -3.3307 2.1189 -0.045 0.517 0.081
H -3.0400 -1.8629 1.2548 -0.055 -0.190 -0.034
H 0.7032 -3.3936 1.5235 -0.068 -0.179 -0.041
H -0.6819 -4.1475 2.2625 0.394 0.363 0.103
```
Forces are in eV/Å.

* spin multiplicity: 6
* energy relative to the best compared isomer or geometry (same formula, charge and spin): 191.90 kJ/mol
* ⟨S²⟩: 8.77
* charge: +2
* E_HOMO (alpha / beta): -16.48 / -16.52 eV


[6]
A 3-piece molecular cluster, C43H45Br2ClNO5 overall. Source: the Open Molecules 2025 dataset; level of theory: ωB97M-V/def2-TZVPD.

Geometry as XYZ:
```
97
Properties=species:S:1:pos:R:3:forces:R:3
C -3.8645 -9.3853 5.3532 0.596 -0.424 -0.598
C -3.1622 -9.4038 3.8497 0.286 1.156 0.125
C -3.8209 -8.2106 2.8798 0.721 -0.661 2.218
O -2.7302 -7.7652 2.0036 -2.264 1.160 -1.130
C -3.2218 -7.0863 0.7891 1.956 -0.955 -1.916
C -3.7390 -8.2441 -0.2414 -0.488 0.630 -1.147
C -1.8480 -6.4472 0.0757 -0.073 0.463 1.724
C -1.4222 -5.1724 1.0615 -0.921 0.461 0.171
C 0.1503 -4.7317 0.9283 0.001 -1.748 -0.001
Br 0.4745 -2.7680 1.3776 -0.438 -1.580 -0.354
C 0.8740 -5.1419 -0.4843 2.247 0.317 1.453
C 2.5052 -4.8493 -0.2576 -0.646 -0.516 0.198
Br 0.3105 -3.9122 -1.9708 0.085 -1.377 0.944
C -2.5019 -3.9734 0.6994 2.651 1.029 -0.767
N -3.8468 -4.5687 0.2311 0.012 0.742 0.303
C -4.2239 -5.8286 1.0401 -1.332 -0.689 2.166
C -5.8170 -6.0911 0.8517 -1.193 0.795 0.211
C -6.6358 -6.4107 2.2719 -0.798 1.586 -0.285
C -7.8491 -5.2926 2.5473 -0.012 -0.510 0.909
Cl -7.5526 -8.0558 2.1074 1.416 1.405 0.333
H -3.3549 -10.2235 6.0319 -1.387 1.743 -1.592
H -3.6586 -8.3625 5.9011 -0.558 -1.963 -1.277
H -5.0121 -9.5715 5.1951 2.220 0.333 0.698
H -2.0137 -9.1061 3.9773 -2.496 -0.764 -0.406
H -3.2422 -10.4356 3.3040 0.125 1.948 1.202
H -4.7743 -8.5985 2.3239 1.829 0.898 0.922
H -4.0362 -7.3121 3.6292 0.011 -1.818 -1.613
H -3.7682 -7.7573 -1.3311 -0.071 -1.039 2.241
H -2.9669 -9.1328 -0.3181 -1.595 1.939 0.510
H -4.8300 -8.6398 -0.0335 2.347 0.667 -0.225
H -2.0709 -6.0839 -1.0395 0.733 -0.874 2.442
H -0.9765 -7.2260 0.1368 -1.971 1.297 -0.365
H -1.6017 -5.4215 2.2151 0.420 0.149 -2.679
H 0.7350 -5.3233 1.7839 -1.311 1.337 -1.966
H 0.8032 -6.2745 -0.7723 -0.474 2.365 0.532
H 3.1417 -5.6199 -0.9027 -1.387 1.893 1.363
H 2.7103 -5.0408 0.9026 -0.177 0.510 -2.642
H 2.7050 -3.7347 -0.5547 -0.113 -2.316 0.716
H -2.0582 -3.3736 -0.2198 -1.004 -1.178 1.843
H -2.6356 -3.1868 1.5688 -0.103 -1.907 -1.704
H -3.8670 -4.7412 -0.8092 0.254 0.037 1.328
H -4.5415 -3.7774 0.3903 0.709 -1.555 -0.165
H -4.0661 -5.4943 2.1755 -0.265 -0.648 -2.484
H -6.2944 -5.0631 0.4741 1.006 -2.178 0.731
H -6.1317 -6.8890 0.0603 0.972 1.451 1.498
H -5.9526 -6.3617 3.2198 -1.203 -0.695 -2.023
H -8.8967 -5.8095 2.3502 2.303 1.389 0.122
H -7.6924 -4.2930 1.9599 -0.384 -2.020 0.956
H -7.8346 -5.0250 3.6971 -0.017 -0.537 -2.339
C -0.7561 -0.8494 -4.4688 0.125 0.312 0.012
C -0.9202 -1.2645 -3.1475 0.033 0.526 0.094
C -0.5839 -0.4065 -2.0991 -0.125 -0.230 -0.276
C -0.0703 0.8670 -2.3728 -0.217 -0.591 -0.258
C 0.1167 1.2726 -3.6936 -0.285 -0.676 -0.187
C -0.2379 0.4167 -4.7445 -0.098 -0.292 0.075
C 0.7041 2.5944 -3.9936 0.300 0.664 -1.417
O 0.8654 2.9529 -5.1536 -0.150 -0.329 0.751
C 1.1020 3.4736 -2.8761 0.283 0.534 0.159
C 1.7132 4.7051 -3.1457 0.073 0.174 0.236
C 2.0806 5.5486 -2.0950 -0.125 -0.244 -0.230
C 1.8309 5.1701 -0.7762 -0.161 -0.353 -0.037
C 1.2272 3.9414 -0.5045 0.143 0.260 -0.053
C 0.8711 3.0873 -1.5567 0.195 0.453 0.248
C 0.2658 1.7745 -1.2577 -0.142 -0.168 1.403
O 0.0503 1.4391 -0.0987 0.071 0.058 -0.631
H -1.0268 -1.5146 -5.2859 0.061 0.143 0.127
H -1.3122 -2.2561 -2.9326 -0.065 0.342 -0.127
H -0.7196 -0.7354 -1.0701 0.128 0.236 -0.151
H -0.1075 0.7318 -5.7783 0.052 0.079 0.316
H 1.9088 5.0095 -4.1727 -0.137 -0.221 0.210
H 2.5598 6.5020 -2.3064 -0.068 -0.166 0.038
H 2.1103 5.8301 0.0421 -0.057 -0.129 -0.157
H 1.0398 3.6505 0.5278 -0.013 -0.081 -0.320
C 4.3914 13.8696 -2.0317 0.184 -0.193 0.245
C 3.8361 12.8652 -2.8240 0.113 -0.320 0.177
C 4.0598 11.5238 -2.5094 -0.075 0.313 -0.095
C 4.8518 11.1853 -1.4055 -0.231 0.418 -0.368
C 5.4271 12.1896 -0.6279 -0.279 0.450 -0.360
C 5.1869 13.5353 -0.9348 -0.164 0.057 -0.243
C 6.3046 11.8443 0.5091 0.604 1.140 0.821
O 6.8075 12.7258 1.1948 -0.314 -0.574 -0.423
C 6.5741 10.4225 0.8022 0.337 -0.495 0.362
C 7.4501 10.0820 1.8411 0.064 -0.324 0.079
C 7.7002 8.7395 2.1336 -0.152 0.341 -0.161
C 7.0707 7.7359 1.3977 -0.213 0.192 -0.249
C 6.2019 8.0722 0.3585 0.210 -0.063 0.249
C 5.9609 9.4186 0.0541 0.274 -0.463 0.350
C 5.0683 9.7639 -1.0699 -0.619 -0.952 -0.762
O 4.5183 8.8825 -1.7201 0.247 0.409 0.357
H 4.2095 14.9150 -2.2713 0.049 -0.198 0.062
H 3.2266 13.1259 -3.6863 0.109 -0.067 0.166
H 3.6188 10.7451 -3.1295 0.175 0.078 0.269
H 5.6215 14.3247 -0.3241 -0.017 -0.325 -0.057
H 7.9432 10.8594 2.4225 -0.228 -0.069 -0.243
H 8.3848 8.4773 2.9373 -0.133 0.076 -0.152
H 7.2597 6.6901 1.6300 -0.042 0.195 -0.060
H 5.7179 7.2833 -0.2148 0.057 0.323 0.028
```
Forces are in eV/Å.

* spin multiplicity: 1
* charge: +1
* E_HOMO: -10.70 eV


Computed max |F|, in the same sequence as the records: 2.5 0.9 5.0 7.7 6.2 2.9 eV Å⁻¹.
Computed DFT total energy, in the same sequence as the records: -514.39254 -1172.63513 -304.33359 -534.93783 -1772.80219 -7704.29163 hartree.